[1]
This record from the Open Molecules 2025 dataset describes an isolated molecule of C6H13N at a distorted geometry. The level of theory is ωB97M-V with the def2-TZVPD basis set.

SMILES: C/C=C/CCCN
Energy relative to the best compared isomer or geometry (same formula, charge and spin), kcal per mole: 81.1
F_max, eV/Å: 4.06
LUMO energy, eV: 1.1

Structure (XYZ):
```
20
Properties=species:S:1:pos:R:3:forces:R:3:nbo_charge:R:1
C 0.3282 -2.6763 -1.0931 1.243 0.033 1.985 -0.66
C 0.3257 -1.6133 0.1085 -0.881 -1.739 0.047 -0.17
C 1.2277 -0.6144 0.4042 -2.220 -2.666 -0.330 -0.24
C 0.8583 0.6890 1.0214 2.645 0.550 0.851 -0.42
C -0.5529 1.1237 1.1831 -2.499 -2.961 0.213 -0.40
C -1.3500 1.2129 -0.1352 0.676 -1.424 0.956 -0.22
N -0.6499 1.8731 -1.1712 2.619 1.673 -2.611 -0.87
H -0.6051 -3.3174 -1.1717 1.281 0.626 0.772 0.22
H 1.2882 -3.2693 -0.9726 -1.214 0.243 -0.692 0.22
H 0.3182 -2.1160 -2.0066 0.449 0.288 -0.561 0.22
H -0.4782 -2.0095 0.8059 -0.068 2.145 -0.887 0.19
H 2.2420 -0.9826 0.3522 0.677 1.073 -1.268 0.21
H 1.3248 0.7242 2.0898 -0.237 0.546 -1.919 0.22
H 1.3132 1.4894 0.2595 -0.150 -1.500 2.236 0.20
H -1.1828 0.3657 1.8667 1.471 1.775 -1.191 0.20
H -0.4294 2.0457 1.6664 -0.623 1.489 0.812 0.21
H -2.3742 1.5296 0.0517 0.024 0.802 -0.018 0.18
H -1.4579 0.2092 -0.5002 -0.362 -1.039 0.344 0.17
H 0.4462 2.0426 -1.0634 -3.658 -0.811 -0.398 0.37
H -0.8770 1.4473 -2.1129 0.829 0.898 1.657 0.37
```
Positions in Å, forces in eV/Å.

=====

[2]
This record from the Open Molecules 2025 dataset describes an isolated molecule of C3H5NO at a distorted geometry. The level of theory is ωB97M-V with the def2-TZVPD basis set.

Energy relative to the best compared isomer or geometry (same formula, charge and spin), kcal per mole: 122.1
F_max, eV/Å: 4.03
LUMO energy (alpha / beta), eV: 0.0 / 0.2

Structure (XYZ):
```
10
Properties=species:S:1:pos:R:3:forces:R:3:nbo_charge:R:1
C 0.5973 0.9901 0.0737 -3.425 1.728 -0.950 -0.06
C -0.8244 0.4096 0.0362 -0.636 -0.901 2.026 -0.49
C -0.4523 -1.0689 0.0586 2.392 2.793 -1.220 -0.23
N 1.3351 -0.0191 -0.1262 -0.736 -3.182 2.354 0.15
O 2.4896 -0.3304 0.0097 0.994 0.365 -0.854 -0.38
H 0.8415 2.0508 -0.0152 0.532 -0.290 0.340 0.20
H -1.5855 0.5803 0.8609 1.445 0.490 -0.409 0.21
H -1.4361 0.4929 -0.8202 -0.333 1.060 -1.415 0.21
H -0.6816 -1.7147 0.8523 0.113 -0.798 0.918 0.20
H -0.2836 -1.3907 -0.9297 -0.347 -1.266 -0.790 0.19
```
Positions in Å, forces in eV/Å.

=====

[3]
This record from the Open Molecules 2025 dataset describes a cluster of 9 separate species, C56H92BrNO24S3 in total at a distorted geometry. The level of theory is ωB97M-V with the def2-TZVPD basis set.

SMILES: COCCCCCCCCCCC[C@](S)(COCSCC(=O)OC[C@@H](C)OC(=O)CS)N(O)CC(=O)Br.O=C1CCCO1.O=C1CCCO1.O=C1CCCO1.O=C1CCCO1.O=C1CCCO1.O=C1CCCO1.O=C1CCCO1.O=C1CCCO1
F_max, eV/Å: 1.55
LUMO energy, eV: 0.1

Structure (XYZ):
```
177
Properties=species:S:1:pos:R:3:forces:R:3:lowdin_charge:R:1
C 3.1344 3.6292 1.1764 0.065 -0.048 -0.159 -0.12
O 2.2500 4.2040 2.1002 -0.131 -0.050 0.099 -0.19
C 1.0610 4.6869 1.4929 -0.409 -0.044 0.239 -0.25
C -0.0795 4.5406 2.4880 -0.016 -0.653 -0.106 -0.16
C -0.4587 3.0357 2.7085 0.414 1.495 -0.001 -0.19
C -0.2482 2.6803 4.1633 -0.738 -0.999 0.388 -0.20
C -0.1139 1.1725 4.4567 0.417 -0.218 -0.325 -0.18
C 0.8119 0.4012 3.4756 -0.194 0.293 0.910 -0.20
C 1.6966 -0.6377 4.1707 0.698 -0.099 -0.959 -0.19
C 2.9457 -0.9366 3.2827 -0.463 -0.142 0.113 -0.20
C 4.2111 -0.3702 3.8902 0.148 -0.291 0.206 -0.20
C 5.5836 -0.9428 3.4664 -0.259 0.499 -0.310 -0.16
C 5.8707 -1.2973 1.9740 -0.250 -0.251 0.895 -0.17
C 5.6054 -2.7745 1.5162 0.114 0.011 -0.782 -0.60
S 7.1582 -3.1088 0.5205 0.276 0.161 0.332 0.86
C 4.3503 -2.9865 0.5826 0.292 0.347 -0.535 -0.17
O 4.7338 -3.2782 -0.7652 0.291 0.052 0.704 -0.27
C 4.1779 -2.4599 -1.7526 -0.627 -0.237 0.202 -0.47
S 2.5203 -3.0797 -2.2047 0.192 0.056 -0.691 0.94
C 1.2815 -2.1216 -1.3025 0.089 -0.756 -0.349 -0.35
C 0.0910 -1.6837 -2.1392 0.142 -0.220 0.374 -0.54
O -0.7522 -1.0151 -1.6301 -0.524 0.737 0.317 0.14
O -0.0017 -2.1034 -3.4221 0.940 0.547 0.111 -0.02
C -0.3950 -1.0596 -4.3065 -0.846 -0.272 -1.162 -0.12
C 0.7478 -0.5025 -5.1665 0.240 0.903 0.873 -0.31
C 1.4586 0.6230 -4.4206 0.261 -0.563 -0.414 0.00
O 1.7438 -1.4825 -5.4595 -0.412 -0.616 -0.014 0.03
C 1.3229 -2.4892 -6.2514 -0.056 0.046 -0.456 -0.56
O 0.4180 -2.3762 -7.0434 -0.118 0.005 0.295 0.10
C 2.1058 -3.7589 -6.0753 0.693 0.107 0.158 -0.43
S 1.0861 -4.9496 -5.1557 -0.361 -0.145 -0.093 0.74
N 5.4674 -3.6902 2.6559 0.296 0.064 -0.459 -0.16
O 6.7178 -3.7329 3.3302 0.149 -0.161 0.100 -0.06
C 5.1638 -5.0494 2.2349 -0.153 -0.447 0.476 -0.19
C 3.7606 -5.4166 2.6679 0.041 -0.043 -0.070 -0.77
O 2.9942 -4.7260 3.2206 -0.471 0.344 0.335 0.07
Br 3.1928 -7.2522 2.2321 0.421 -0.179 -0.111 0.72
H 2.6510 2.8175 0.6189 -0.052 0.017 -0.064 0.08
H 3.9778 3.1976 1.7133 0.016 0.145 0.121 0.08
H 3.4994 4.3740 0.4608 0.077 -0.035 -0.052 0.09
H 1.1668 5.7291 1.1689 0.216 -0.021 -0.011 0.12
H 0.8317 4.0723 0.6222 0.001 0.007 -0.320 0.11
H -0.9469 5.1105 2.1531 0.057 0.159 0.006 0.10
H 0.2761 4.9426 3.4370 -0.196 0.253 0.012 0.11
H -1.4866 2.8605 2.3941 -0.072 -0.116 0.092 0.10
H 0.1846 2.4744 2.0516 0.221 -0.477 -0.181 0.08
H -1.1246 3.0362 4.7128 0.090 0.134 0.128 0.10
H 0.6086 3.1943 4.6000 0.203 0.015 -0.311 0.11
H -1.0822 0.6674 4.4918 -0.132 0.168 0.000 0.11
H 0.3262 1.0735 5.4482 -0.144 -0.016 0.101 0.09
H 1.4782 1.1226 2.9950 0.011 0.020 -0.064 0.10
H 0.2285 -0.0960 2.6977 0.049 0.142 -0.161 0.12
H 1.1726 -1.5803 4.3366 -0.202 0.100 0.159 0.11
H 2.0598 -0.2781 5.1316 -0.225 0.101 0.104 0.09
H 2.7948 -0.4377 2.3241 -0.076 -0.295 -0.317 0.09
H 3.0231 -2.0102 3.1232 0.170 -0.157 -0.103 0.09
H 4.1733 0.7129 3.7558 0.181 0.089 0.004 0.11
H 4.1364 -0.5429 4.9664 0.162 0.160 0.083 0.11
H 6.2885 -0.1465 3.7126 0.220 -0.154 0.080 0.11
H 5.8135 -1.7740 4.1256 0.034 0.019 -0.148 0.08
H 5.3484 -0.5680 1.3560 -0.182 -0.229 -0.299 0.12
H 6.9328 -1.1102 1.8123 -0.009 0.030 0.057 0.07
H 6.9910 -4.3755 0.1144 -0.283 0.051 -0.056 -0.13
H 3.7289 -2.1002 0.5580 -0.054 0.378 0.346 0.11
H 3.7129 -3.7913 0.9501 0.018 0.148 -0.103 0.10
H 4.1767 -1.3999 -1.4811 -0.217 -0.009 0.153 0.10
H 4.7629 -2.5671 -2.6612 0.100 -0.234 0.055 0.06
H 0.8681 -2.7768 -0.5371 -0.069 0.247 0.294 0.07
H 1.7061 -1.2384 -0.8318 -0.056 0.061 0.024 0.10
H -1.1627 -1.4580 -4.9704 -0.009 -0.243 0.119 0.12
H -0.8449 -0.2302 -3.7650 -0.045 -0.082 0.134 0.12
H 0.3140 -0.0992 -6.0816 -0.064 -0.160 -0.119 0.14
H 2.0831 0.1790 -3.6429 -0.072 0.124 0.164 0.09
H 0.7223 1.2975 -3.9934 0.117 0.186 0.031 0.08
H 2.1107 1.1538 -5.1111 0.027 0.182 0.100 0.09
H 2.3872 -4.1536 -7.0473 -0.177 -0.033 -0.099 0.08
H 3.0131 -3.5536 -5.5156 0.026 -0.013 0.154 0.06
H 2.0674 -5.6282 -4.5481 0.162 0.186 -0.069 -0.15
H 6.5128 -3.5860 4.2620 -0.176 0.047 -0.063 0.11
H 5.2562 -5.2353 1.1636 0.063 -0.108 -0.014 0.11
H 5.8261 -5.7361 2.7599 0.134 -0.028 -0.105 0.14
O -3.9525 3.6874 5.8737 0.138 -0.117 -0.062 0.12
C -4.4996 3.2598 4.9009 -0.214 0.327 0.096 -0.47
C -5.9865 3.2236 4.6043 0.087 -0.523 -0.263 -0.07
C -6.0689 2.2366 3.4415 -0.109 0.082 0.095 -0.15
C -4.7147 2.4261 2.7767 -0.059 -0.126 -0.159 -0.16
O -3.8108 2.7601 3.8393 0.047 -0.042 0.034 0.00
H -6.3045 4.2250 4.3166 -0.051 0.019 0.114 0.10
H -6.5480 2.8945 5.4726 0.011 0.275 0.122 0.13
H -6.9029 2.4134 2.7645 0.031 0.045 -0.019 0.11
H -6.1583 1.2192 3.8252 0.031 -0.020 -0.041 0.12
H -4.7199 3.2506 2.0580 -0.011 0.013 0.004 0.12
H -4.3571 1.5269 2.2796 0.150 0.039 0.030 0.13
O 2.2650 0.1851 8.3271 0.040 -0.034 -0.156 0.12
C 1.3661 -0.6013 8.2793 0.013 0.168 0.277 -0.49
C 0.9281 -1.5734 9.3603 -0.109 -0.356 -0.321 -0.07
C 0.0419 -2.5482 8.5872 0.041 0.003 0.122 -0.15
C -0.4942 -1.6647 7.4680 -0.120 -0.124 -0.004 -0.15
O 0.5518 -0.7158 7.2041 0.007 -0.097 0.099 0.00
H 0.3709 -1.0204 10.1176 0.064 0.031 0.035 0.13
H 1.7899 -2.0552 9.8127 0.045 0.186 0.126 0.12
H -0.7439 -3.0083 9.1829 -0.040 0.055 -0.018 0.11
H 0.6555 -3.3460 8.1659 -0.020 -0.001 -0.021 0.12
H -1.3903 -1.1152 7.7637 0.008 0.013 0.017 0.13
H -0.7062 -2.2182 6.5562 0.064 0.121 -0.087 0.12
O -2.8403 -4.6452 0.8883 0.113 0.022 0.107 0.13
C -1.8132 -5.2330 0.7214 -0.311 -0.014 -0.245 -0.49
C -1.6274 -6.6257 0.1443 0.381 -0.108 0.301 -0.07
C -0.1951 -6.9669 0.5526 -0.112 -0.070 -0.054 -0.17
C 0.4493 -5.5899 0.6104 0.119 -0.035 -0.058 -0.18
O -0.6044 -4.6955 1.0122 0.091 0.027 0.026 0.02
H -1.7443 -6.5690 -0.9390 -0.080 0.006 -0.001 0.13
H -2.3595 -7.3116 0.5605 -0.163 0.083 -0.135 0.12
H 0.3131 -7.6498 -0.1253 0.027 0.061 -0.037 0.11
H -0.1924 -7.4167 1.5469 0.036 0.014 0.007 0.11
H 0.8244 -5.2657 -0.3644 0.002 -0.019 -0.033 0.12
H 1.2574 -5.5351 1.3348 -0.163 0.185 0.028 0.05
O -7.2414 5.7702 6.0851 -0.152 0.120 -0.195 0.12
C -6.8399 6.7001 5.4458 0.281 -0.173 0.300 -0.48
C -6.2470 7.9946 5.9651 -0.226 0.316 -0.367 -0.07
C -6.2844 8.8973 4.7316 0.062 -0.064 0.168 -0.15
C -6.1619 7.8894 3.5953 -0.095 0.241 0.162 -0.15
O -6.8112 6.6947 4.0896 0.012 0.010 0.016 0.01
H -5.2267 7.7972 6.2974 -0.029 -0.062 0.078 0.13
H -6.8380 8.3785 6.7916 0.096 -0.139 0.143 0.12
H -5.5046 9.6556 4.7133 0.036 -0.039 -0.037 0.12
H -7.2486 9.4044 4.6734 0.003 -0.003 -0.033 0.12
H -5.1187 7.6488 3.3722 -0.003 -0.039 0.049 0.13
H -6.6482 8.2127 2.6821 0.011 -0.220 0.159 0.09
O -0.5846 4.2690 -3.8426 0.260 -0.022 -0.069 0.12
C -1.1593 3.6819 -4.7102 -0.332 0.164 0.166 -0.50
C -2.6096 3.2318 -4.7029 0.198 -0.519 -0.267 -0.07
C -2.6405 2.2002 -5.8303 -0.012 0.254 0.113 -0.15
C -1.5443 2.7159 -6.7513 -0.097 -0.183 -0.070 -0.15
O -0.5752 3.3324 -5.8847 0.043 0.005 0.100 0.02
H -3.2459 4.0936 -4.9084 -0.005 0.027 0.046 0.13
H -2.8670 2.7987 -3.7399 -0.018 0.226 0.097 0.12
H -3.5996 2.1019 -6.3229 -0.022 0.006 -0.020 0.09
H -2.3653 1.2194 -5.4359 -0.037 -0.004 -0.035 0.11
H -1.9095 3.4659 -7.4563 0.005 0.022 0.030 0.13
H -1.0544 1.9191 -7.3094 0.126 0.089 0.004 0.12
O 5.2845 -4.1196 -4.3971 -0.123 0.052 -0.163 0.11
C 5.7897 -5.0827 -4.8974 0.009 -0.023 0.336 -0.47
C 7.0590 -5.7890 -4.4658 0.147 -0.093 -0.465 -0.07
C 7.3873 -6.6502 -5.6845 0.043 0.028 0.105 -0.15
C 6.0044 -6.9026 -6.2713 0.127 -0.141 -0.054 -0.15
O 5.2409 -5.7239 -5.9544 0.000 0.023 -0.027 0.02
H 6.8364 -6.3904 -3.5831 -0.001 0.069 0.056 0.13
H 7.8377 -5.0679 -4.2352 -0.092 0.045 0.205 0.13
H 7.9272 -7.5656 -5.4526 -0.063 -0.032 0.010 0.12
H 7.9886 -6.0746 -6.3891 -0.008 -0.013 -0.019 0.12
H 5.5106 -7.7642 -5.8176 -0.004 0.015 0.028 0.13
H 6.0180 -7.0340 -7.3501 -0.124 0.095 -0.014 0.13
O -6.4145 8.4633 0.6912 0.101 0.065 -0.609 0.10
C -6.0247 7.6040 -0.0495 -0.217 -0.071 0.288 -0.47
C -5.5281 6.2184 0.3264 0.327 0.012 -0.352 -0.07
C -4.8180 5.7662 -0.9490 0.011 -0.028 0.127 -0.15
C -5.5898 6.5228 -2.0216 0.068 -0.146 -0.041 -0.15
O -6.0056 7.7495 -1.3910 0.047 0.005 -0.026 0.04
H -6.3914 5.5941 0.5634 -0.014 0.036 0.088 0.14
H -4.8622 6.2683 1.1837 -0.167 0.011 0.140 0.12
H -4.8163 4.6890 -1.1025 -0.057 0.004 -0.030 0.11
H -3.7810 6.1047 -0.9315 -0.004 -0.015 -0.028 0.12
H -6.4822 5.9853 -2.3489 -0.018 0.012 0.030 0.13
H -4.9840 6.7606 -2.8923 -0.053 0.157 0.011 0.12
O -4.6954 0.2719 -6.9581 -0.079 0.002 -0.194 0.10
C -4.2662 -0.3809 -7.8668 -0.057 -0.271 0.370 -0.48
C -3.2903 -1.5410 -7.7866 0.199 0.172 -0.381 -0.06
C -2.8254 -1.6818 -9.2334 0.010 -0.033 0.083 -0.15
C -4.0390 -1.1733 -10.0010 0.114 -0.114 -0.093 -0.15
O -4.6357 -0.1767 -9.1483 0.041 0.038 -0.118 0.03
H -3.8296 -2.4232 -7.4382 0.015 0.023 0.091 0.14
H -2.4738 -1.3139 -7.1056 -0.110 -0.077 0.152 0.11
H -2.5325 -2.6913 -9.5115 -0.050 -0.013 -0.008 0.12
H -1.9725 -1.0253 -9.4098 0.011 -0.013 -0.016 0.12
H -4.7773 -1.9575 -10.1799 -0.011 -0.001 0.033 0.13
H -3.7788 -0.7133 -10.9507 -0.101 0.122 0.025 0.12
```
Positions in Å, forces in eV/Å.

=====

Let's list electronic energy in order: -7919.3149, -6724.2793, -212741.2891 eV.